No. 1
{"formula": "C29H49BrO12S5", "method": "ωB97M-V/def2-TZVPD", "smiles": "O=C1C=CC(=O)C(CCCBr)=C1.O=S1(=O)CCCC1.O=S1(=O)CCCC1.O=S1(=O)CCCC1.O=S1(=O)CCCC1.O=S1(=O)CCCC1", "total_charge": 0, "gap_ev": 8.8, "e_tot_ha": -6602.15803, "spin_multiplicity": 1, "e_lumo_ev": -0.6, "elements": ["O", "C", "C", "C", "C", "O", "C", "C", "C", "C", "Br", "C", "H", "H", "H", "H", "H", "H", "H", "H", "H", "C", "C", "C", "S", "O", "O", "C", "H", "H", "H", "H", "H", "H", "H", "H", "C", "C", "C", "S", "O", "O", "C", "H", "H", "H", "H", "H", "H", "H", "H", "C", "C", "C", "S", "O", "O", "C", "H", "H", "H", "H", "H", "H", "H", "H", "C", "C", "C", "S", "O", "O", "C", "H", "H", "H", "H", "H", "H", "H", "H", "C", "C", "C", "S", "O", "O", "C", "H", "H", "H", "H", "H", "H", "H", "H"], "positions_angstrom": [[7.06027, -2.34138, 1.17421], [6.02396, -1.73428, 1.02346], [5.98833, -0.24097, 1.01428], [5.20636, 0.37452, 0.13398], [4.40847, -0.49938, -0.76740], [4.21215, -0.24698, -1.93307], [3.90929, -1.75362, -0.12007], [2.53153, -2.23429, -0.47104], [1.44099, -1.31123, 0.11947], [0.96254, -0.22260, -0.82819], [-0.16242, -1.01810, -2.18345], [4.70575, -2.37013, 0.75951], [6.59827, 0.31183, 1.71646], [5.13105, 1.44965, 0.04502], [2.40886, -2.28551, -1.55453], [2.41740, -3.22649, -0.03659], [1.86176, -0.81541, 1.00265], [0.59777, -1.90025, 0.47406], [0.39535, 0.52496, -0.27862], [1.77796, 0.29010, -1.33085], [4.38912, -3.25547, 1.29171], [-4.87334, 0.01080, -5.17421], [-5.93935, 0.46079, -4.16765], [-5.85077, -0.47535, -2.95387], [-4.14108, -1.02896, -2.88147], [-4.10255, -2.45074, -3.11775], [-3.49653, -0.45010, -1.73047], [-3.59650, -0.18631, -4.36390], [-4.73015, 0.74676, -5.96375], [-5.16797, -0.93311, -5.63948], [-5.72515, 1.48485, -3.86469], [-6.93859, 0.44104, -4.60173], [-6.08560, 0.02672, -2.01896], [-6.47467, -1.35997, -3.06745], [-2.84469, -0.79517, -4.86062], [-3.16765, 0.76702, -4.05704], [-4.92920, 6.39098, -1.58307], [-6.41989, 6.06510, -1.75166], [-6.64902, 5.68852, -3.22169], [-5.08826, 5.00843, -3.80351], [-4.55558, 5.87110, -4.82677], [-5.23781, 3.59147, -4.04820], [-4.17772, 5.26747, -2.28673], [-4.63465, 6.45646, -0.53710], [-4.70373, 7.34742, -2.06025], [-6.68181, 5.21926, -1.11203], [-7.05086, 6.90345, -1.46065], [-7.42249, 4.93576, -3.35111], [-6.87207, 6.55713, -3.83778], [-3.14607, 5.50782, -2.53124], [-4.22126, 4.33937, -1.71676], [-3.02731, 7.58007, 4.73836], [-3.72493, 6.21257, 4.71939], [-4.60219, 6.16405, 3.46180], [-3.81066, 7.24470, 2.26136], [-4.68286, 8.35824, 1.98932], [-3.27522, 6.45928, 1.17456], [-2.48332, 7.79128, 3.32896], [-2.23114, 7.61853, 5.47969], [-3.74908, 8.36327, 4.97874], [-2.97488, 5.42098, 4.67659], [-4.32101, 6.05041, 5.61564], [-4.67209, 5.16694, 3.03485], [-5.59930, 6.56022, 3.64306], [-2.24554, 8.82591, 3.09420], [-1.62238, 7.15349, 3.13113], [2.88220, -5.52678, -2.68823], [3.39757, -6.78426, -1.97299], [2.54862, -6.97107, -0.70868], [0.94441, -6.24011, -1.07505], [0.75992, -5.10021, -0.21200], [-0.05357, -7.27345, -1.16438], [1.36194, -5.65093, -2.71231], [3.28837, -5.43648, -3.69435], [3.17301, -4.63548, -2.12752], [3.28139, -7.65008, -2.62776], [4.45432, -6.70148, -1.72340], [2.39902, -8.01598, -0.45031], [2.96343, -6.43381, 0.14223], [0.84310, -4.71159, -2.89203], [1.03167, -6.40665, -3.42419], [7.05431, -5.79593, 5.27962], [8.14476, -4.84709, 4.76458], [7.52934, -4.00680, 3.63778], [5.77246, -3.89601, 4.00626], [5.03451, -4.59282, 2.97997], [5.42842, -2.54481, 4.37442], [5.80830, -4.93678, 5.46302], [7.34223, -6.28001, 6.21150], [6.86136, -6.57644, 4.54071], [8.47341, -4.19514, 5.57637], [9.01763, -5.39177, 4.40863], [7.93419, -3.00089, 3.59028], [7.62623, -4.48514, 2.66695], [4.88212, -5.50395, 5.51520], [5.89743, -4.28092, 6.32860]], "atomic_forces_ev_per_a": [[0.01, -0.10, 0.33], [-0.16, -0.06, 0.04], [-0.09, 0.47, 0.05], [0.08, -0.13, 0.17], [0.10, -0.03, 0.01], [-0.25, 0.19, -0.01], [-0.23, -0.34, 0.02], [-0.03, 0.00, 0.26], [0.52, 0.26, 0.09], [0.18, -0.07, 0.45], [-0.06, 0.10, -0.26], [-0.25, 0.54, -0.32], [0.26, -0.16, -0.07], [0.12, 0.01, -0.18], [0.00, -0.12, -0.02], [-0.11, -0.07, -0.21], [-0.07, -0.01, 0.05], [-0.06, -0.05, -0.11], [-0.30, -0.09, -0.19], [0.02, -0.13, -0.13], [0.32, -0.22, -0.10], [-0.06, -0.08, 0.03], [0.05, -0.01, 0.06], [-0.22, 0.15, -0.18], [-0.02, 0.22, -0.04], [0.06, -0.03, 0.09], [-0.05, -0.15, 0.10], [-0.04, 0.09, -0.21], [0.00, 0.02, 0.01], [0.04, -0.01, -0.01], [-0.04, -0.08, -0.01], [0.00, 0.00, 0.00], [0.05, -0.07, 0.06], [0.08, -0.06, 0.01], [0.03, -0.05, 0.10], [0.00, 0.00, 0.04], [-0.12, 0.02, -0.02], [0.05, -0.02, -0.02], [-0.17, 0.07, 0.22], [0.01, -0.03, 0.17], [0.00, -0.07, -0.09], [0.07, 0.12, -0.14], [0.03, 0.10, 0.17], [-0.04, 0.02, -0.18], [0.03, -0.01, 0.00], [0.01, -0.01, 0.00], [-0.01, 0.00, 0.00], [0.04, -0.03, -0.10], [0.08, -0.01, -0.05], [-0.01, -0.04, -0.09], [0.00, -0.02, -0.03], [-0.08, -0.04, -0.03], [0.03, 0.04, -0.03], [0.01, -0.14, 0.24], [0.12, -0.10, 0.09], [-0.03, 0.00, -0.10], [-0.01, 0.08, 0.07], [0.09, 0.05, 0.21], [0.00, 0.00, 0.01], [0.01, 0.02, -0.01], [0.01, 0.00, -0.02], [-0.01, -0.01, 0.00], [-0.02, 0.03, -0.09], [0.01, 0.07, -0.06], [-0.05, -0.01, -0.10], [-0.01, -0.01, -0.04], [0.01, -0.04, 0.09], [-0.04, 0.03, -0.01], [0.27, -0.07, -0.12], [0.09, -0.06, -0.11], [-0.10, -0.02, 0.09], [-0.08, 0.07, 0.11], [0.17, 0.10, -0.15], [0.01, 0.01, 0.00], [-0.01, 0.01, -0.02], [-0.02, 0.00, -0.01], [0.00, 0.00, 0.01], [-0.08, 0.02, 0.06], [-0.07, 0.05, 0.02], [-0.08, -0.02, 0.08], [-0.03, -0.02, 0.02], [0.03, 0.04, -0.07], [-0.07, 0.01, 0.01], [0.28, -0.15, 0.18], [0.31, -0.10, 0.19], [-0.13, 0.05, -0.02], [-0.15, 0.01, -0.19], [0.07, -0.14, 0.14], [0.00, -0.01, 0.00], [-0.02, -0.01, 0.01], [-0.02, 0.00, 0.01], [0.01, 0.01, -0.01], [-0.08, 0.04, -0.10], [-0.09, 0.04, -0.04], [-0.06, 0.08, -0.06], [-0.01, 0.03, -0.01]], "mulliken_charge": [-0.571, 0.221, -0.428, -0.737, 0.257, -0.536, 0.385, -0.138, -1.078, -0.617, -0.159, -0.034, 0.410, 0.429, 0.437, -0.043, 0.445, 0.407, 0.440, 0.309, 0.643, -0.770, -0.081, -0.753, 1.114, -0.664, -0.627, -0.658, 0.367, 0.355, -0.081, 0.381, 0.384, 0.341, 0.453, 0.335, 0.132, -0.687, -0.690, 1.030, -0.689, -0.628, -0.765, -0.288, 0.341, 0.309, 0.365, 0.390, 0.337, 0.449, 0.384, -0.576, -0.656, -0.672, 1.215, -0.707, -0.718, -0.746, 0.344, 0.296, 0.304, 0.328, 0.363, 0.391, 0.395, 0.360, -0.086, -0.746, -0.560, 1.136, -0.590, -0.726, -0.730, 0.394, -0.139, 0.325, 0.362, 0.405, 0.232, 0.363, 0.374, -0.528, -0.731, -0.550, 1.159, -0.661, -0.739, -0.801, 0.359, 0.277, 0.304, 0.333, 0.375, 0.378, 0.411, 0.352]}

=====

No. 2
{"formula": "C24H29CrN7OS", "method": "ωB97M-V/def2-TZVPD", "s_squared": 0.76, "total_charge": 3, "gap_ev": [7.2, 7.8], "e_tot_ha": -2832.32061, "spin_multiplicity": 2, "de_lowest_kj_mol": 7.8, "e_lumo_ev": [-10.4, -9.9], "elements": ["Cr", "C", "C", "N", "N", "C", "N", "S", "C", "C", "C", "C", "C", "N", "H", "H", "H", "H", "H", "H", "H", "H", "H", "H", "C", "C", "C", "C", "N", "C", "C", "C", "C", "C", "C", "N", "H", "H", "H", "H", "H", "H", "H", "H", "O", "C", "C", "C", "C", "C", "C", "N", "H", "H", "H", "H", "H", "H", "H", "H", "H", "H", "H"], "positions_angstrom": [[-0.45771, -0.36148, 0.17217], [-1.92363, 3.26313, 2.01581], [-1.56741, 2.10811, 1.14297], [-0.70198, 1.20406, 1.44136], [0.01606, 1.26762, 2.60737], [0.88542, 0.26411, 2.88809], [1.61654, 0.38919, 3.97663], [1.02002, -1.12115, 1.89847], [-2.19594, 1.90041, -0.18637], [-3.03656, 2.82173, -0.76587], [-3.54441, 2.56804, -2.03915], [-3.19989, 1.39434, -2.67954], [-2.35335, 0.50415, -2.03518], [-1.85069, 0.74908, -0.82304], [-1.82202, 3.02453, 3.07499], [-2.95842, 3.55752, 1.85690], [-1.29579, 4.13185, 1.79382], [-0.05943, 2.08380, 3.19593], [1.53058, 1.15871, 4.62513], [2.24056, -0.36121, 4.23713], [-3.29538, 3.73618, -0.24931], [-4.20153, 3.28444, -2.51630], [-3.57822, 1.15689, -3.66436], [-2.06800, -0.42885, -2.50329], [-3.57067, -2.11352, 2.57437], [-3.68630, -3.37532, 2.00953], [-2.91061, -3.69543, 0.90685], [-2.03778, -2.75734, 0.39479], [-1.92532, -1.52824, 0.95248], [-2.68218, -1.22318, 2.01899], [-1.18311, -2.98501, -0.78730], [-1.20543, -4.13337, -1.55364], [-0.40313, -4.21115, -2.68102], [0.39023, -3.12733, -3.02148], [0.37467, -2.01245, -2.20920], [-0.38431, -1.94168, -1.10158], [-4.15688, -1.82439, 3.43538], [-4.37393, -4.10356, 2.41979], [-2.98969, -4.67392, 0.45552], [-2.56357, -0.23358, 2.43776], [-1.84493, -4.96342, -1.28879], [-0.40963, -5.10500, -3.29239], [1.01572, -3.14188, -3.90286], [0.97427, -1.14305, -2.43619], [1.01913, 0.57361, -0.71612], [1.99789, 1.21331, -1.18058], [2.39181, 2.56086, -0.67438], [3.83376, 2.41172, -0.10824], [4.18493, 1.00541, 0.44196], [4.68312, -0.03587, -0.58305], [3.58789, -0.56576, -1.51279], [2.84209, 0.62013, -2.02969], [1.68134, 2.87309, 0.09009], [2.36176, 3.30111, -1.47815], [3.95334, 3.14915, 0.68409], [4.55708, 2.68637, -0.87885], [3.32463, 0.59135, 0.98875], [4.97331, 1.13211, 1.18266], [5.13113, -0.88033, -0.05705], [5.47891, 0.40872, -1.18783], [2.88993, -1.20446, -0.97373], [3.99694, -1.12426, -2.35084], [3.48474, 1.28140, -2.45161]], "atomic_forces_ev_per_a": [[0.96, 0.48, 0.16], [-0.01, 0.03, -0.04], [-0.15, 0.07, -0.11], [-0.02, 0.04, 0.17], [0.04, -0.22, -0.17], [-0.04, 0.12, -0.05], [0.06, -0.11, 0.09], [-0.37, -0.09, -0.19], [0.17, -0.11, 0.04], [-0.12, 0.15, -0.01], [-0.03, 0.03, -0.03], [-0.05, 0.03, -0.03], [0.03, -0.03, 0.16], [-0.23, 0.02, 0.11], [-0.02, 0.00, -0.02], [0.01, 0.01, 0.01], [0.00, -0.03, -0.01], [0.00, 0.10, 0.03], [0.00, 0.02, 0.00], [0.02, 0.01, 0.01], [0.00, -0.03, -0.05], [0.02, -0.02, 0.03], [0.01, 0.01, 0.01], [0.02, 0.00, 0.03], [-0.10, -0.10, 0.07], [-0.02, -0.04, 0.00], [-0.12, -0.14, 0.07], [0.12, 0.17, -0.01], [-0.07, -0.07, -0.13], [0.10, 0.07, -0.13], [-0.02, 0.20, 0.08], [-0.05, -0.15, -0.04], [0.00, -0.07, -0.05], [0.01, -0.03, -0.04], [-0.06, 0.01, 0.16], [0.16, -0.22, -0.21], [0.00, -0.01, -0.02], [0.01, 0.02, 0.00], [-0.01, 0.02, 0.02], [0.03, 0.00, -0.02], [0.02, 0.03, -0.01], [0.00, 0.03, 0.02], [-0.01, 0.00, 0.00], [0.02, 0.01, 0.00], [-0.24, -0.21, 0.17], [-0.03, -0.04, 0.06], [-0.06, 0.09, -0.02], [0.00, -0.10, -0.02], [-0.04, 0.00, -0.03], [-0.11, 0.11, -0.04], [0.06, 0.05, 0.08], [0.09, -0.14, -0.12], [-0.02, 0.00, -0.01], [0.01, 0.00, 0.02], [-0.01, 0.01, 0.00], [0.00, 0.00, 0.02], [0.05, 0.02, 0.01], [0.02, 0.00, 0.00], [0.01, -0.01, -0.02], [0.01, 0.00, 0.04], [-0.07, 0.02, -0.02], [-0.03, 0.00, -0.03], [0.06, 0.00, 0.02]], "mulliken_spin": [1.069, -0.002, 0.013, -0.044, 0.007, -0.001, -0.001, -0.014, 0.015, 0.005, 0.002, 0.001, 0.004, -0.026, 0.000, 0.000, 0.002, 0.000, 0.000, 0.000, 0.000, 0.000, 0.000, 0.000, 0.002, 0.000, 0.001, -0.015, -0.030, 0.003, 0.012, 0.000, 0.001, -0.001, 0.000, -0.020, 0.000, 0.000, 0.000, 0.000, 0.000, 0.000, 0.000, 0.000, 0.010, -0.001, 0.005, 0.001, 0.000, 0.000, 0.000, 0.000, 0.000, 0.001, 0.000, 0.000, 0.000, 0.000, 0.000, 0.000, 0.000, 0.000, 0.000]}

=====

No. 3
{"formula": "C3H7O2", "method": "ωB97M-V/def2-TZVPD", "total_charge": -1, "gap_ev": 6.7, "e_tot_ha": -268.92500, "spin_multiplicity": 1, "de_lowest_kj_mol": 302.0, "e_lumo_ev": 4.1, "elements": ["C", "O", "H", "H", "H", "C", "C", "O", "H", "H", "H", "H"], "positions_angstrom": [[1.23114, -0.41711, 1.96116], [1.55420, -0.86576, 3.04172], [0.18747, -0.17856, 1.74241], [1.97381, -0.12941, 1.20517], [-2.15037, 2.04342, -0.46460], [-0.28423, -1.01428, -0.99771], [0.19914, 0.24845, -1.20606], [0.36345, 1.19854, -0.36876], [-0.28058, -1.80583, -1.73336], [-0.71370, -1.22968, -0.02537], [0.45420, 0.56035, -2.24338], [-2.53451, 1.58987, -0.91122]], "atomic_forces_ev_per_a": [[0.07, 0.27, 0.76], [0.10, -0.10, -0.23], [-0.04, -0.03, -0.34], [-0.13, -0.14, -0.23], [0.07, -0.04, -0.03], [-0.16, -0.05, 0.39], [0.25, 1.00, -0.07], [-0.27, -0.30, 0.15], [-0.06, 0.18, -0.25], [0.08, -0.22, 0.06], [0.18, -0.57, -0.22], [-0.09, 0.01, 0.01]], "nbo_charge": [0.297, -0.585, 0.136, 0.126, 0.018, -0.778, 0.237, -0.829, 0.172, 0.164, 0.068, -0.027]}

=====

No. 4
{"formula": "C3H12N2O", "method": "ωB97M-V/def2-TZVPD", "smiles": "C[C@H](N)CN.O", "total_charge": 0, "gap_ev": 9.6, "e_tot_ha": -306.19760, "spin_multiplicity": 1, "de_lowest_kj_mol": 121.7, "e_lumo_ev": 0.7, "elements": ["N", "C", "C", "C", "N", "H", "H", "H", "H", "H", "H", "H", "H", "H", "H", "H", "H", "O"], "positions_angstrom": [[0.25979, 0.61339, 0.81835], [0.47754, 0.22850, -0.57582], [0.07068, -1.23768, -1.10905], [-0.06104, 1.29070, -1.57868], [0.34581, 2.67713, -1.30888], [-0.67459, 0.82288, 1.01377], [0.82547, 0.16308, 1.59338], [1.55090, 0.14819, -0.74289], [0.87922, -1.39435, -1.84106], [0.27364, -1.77106, -0.17358], [-0.97230, -1.24880, -1.34763], [-1.08047, 1.15344, -1.72481], [0.16865, 1.01313, -2.61846], [0.35738, 2.99307, -0.34159], [-0.44644, 3.19106, -1.66752], [-0.48606, -2.13853, 3.97953], [-0.44862, -3.63993, 3.87185], [-1.03957, -2.86423, 3.75310]], "atomic_forces_ev_per_a": [[2.13, -0.72, -0.14], [0.44, -0.38, -1.26], [1.57, 2.35, 2.36], [1.90, -0.60, 0.80], [-0.73, 0.23, -0.57], [-1.39, 0.02, 0.76], [-1.35, 0.64, -1.77], [0.28, 0.61, 0.40], [-1.13, -0.67, -0.19], [-0.21, -0.78, -0.59], [-0.41, -0.50, -0.69], [-2.65, 0.08, 0.85], [1.21, 0.03, 0.27], [0.15, -1.01, 0.15], [0.19, 0.68, -0.38], [0.62, 1.06, 0.29], [-0.69, 0.67, -0.16], [0.07, -1.73, -0.13]], "nbo_charge": [-0.877, -0.031, -0.637, -0.231, -0.834, 0.363, 0.382, 0.174, 0.215, 0.211, 0.205, 0.160, 0.188, 0.368, 0.344, 0.463, 0.468, -0.931]}

=====

No. 5
{"formula": "C2H7OS", "method": "ωB97M-V/def2-TZVPD", "s_squared": 0.75, "total_charge": 0, "gap_ev": [10.5, 7.0], "e_tot_ha": -553.77239, "spin_multiplicity": 2, "de_lowest_kj_mol": 0.0, "e_lumo_ev": [0.9, -2.2], "elements": ["C", "C", "S", "H", "H", "H", "H", "H", "H", "H", "O"], "positions_angstrom": [[1.16694, -0.41437, -0.65384], [0.35931, -0.66561, 0.60466], [-1.26507, -1.36578, 0.31058], [1.25353, -1.33070, -1.21916], [2.17162, -0.08438, -0.38799], [0.68050, 0.31831, -1.28462], [0.25095, 0.21781, 1.24627], [0.79196, -1.43286, 1.27082], [-1.03788, 1.75631, 0.04362], [-2.39540, 1.08294, 0.16050], [-1.97644, 1.91832, -0.09084]], "atomic_forces_ev_per_a": [[0.19, -0.23, 0.43], [-0.41, -0.08, 0.60], [-0.11, -0.03, -0.13], [0.03, -0.25, -0.21], [-0.01, 0.16, -0.10], [-0.01, 0.24, -0.12], [0.12, -0.04, -0.21], [0.22, 0.17, -0.29], [0.00, 0.08, 0.00], [0.04, 0.17, 0.00], [-0.06, -0.19, 0.01]], "mulliken_spin": [0.012, -0.036, 0.977, -0.001, 0.002, -0.005, -0.006, 0.054, 0.000, -0.001, 0.005]}